A molecular structure, C30H34Br51FO2, computed with ωB97M-V with the def2-TZVPD basis set.

Summary:
- E_HOMO: -9.918 eV
- LUMO: -0.98 eV

ORCA input file:
```
! RIJCOSX wB97M-V def2-TZVPD def2/J DEFGRID3
* xyz 0 1
C -1.46 -3.29 -1.08
C -1.68 -2.80 -2.52
C -0.57 -1.87 -3.03
C -0.31 -0.75 -2.07
C 0.89 -0.30 -1.72
C 0.96 0.72 -0.63
O 1.76 1.62 -0.63
C -0.04 0.58 0.48
C 0.38 0.89 1.88
C 1.35 -0.20 2.42
C 2.49 0.38 3.25
C 0.58 -1.32 3.16
C -1.22 0.15 0.09
F -2.25 -0.03 0.91
C -1.48 -0.14 -1.35
O -2.51 0.15 -1.89
H -0.40 -3.48 -0.88
H -1.82 -2.57 -0.34
H -2.02 -4.21 -0.90
H -2.59 -2.21 -2.57
H -1.75 -3.67 -3.18
H -0.86 -1.49 -4.02
H 0.36 -2.44 -3.15
H 1.81 -0.66 -2.15
H 0.91 1.86 1.86
H -0.50 0.96 2.52
H 1.81 -0.66 1.54
H 2.82 1.36 2.88
H 2.21 0.48 4.31
H 3.36 -0.29 3.23
H -0.49 -1.11 3.22
H 0.68 -2.28 2.65
H 0.97 -1.46 4.17
C -1.09 2.48 -5.87
Br -0.72 4.25 -5.24
Br -0.28 2.15 -7.59
Br -0.56 1.15 -4.58
H -2.16 2.39 -6.00
C -5.91 -3.09 -2.57
Br -5.12 -1.39 -2.15
Br -5.14 -3.82 -4.17
Br -5.80 -4.31 -1.08
H -6.96 -2.93 -2.77
C -5.81 1.91 -5.30
Br -4.23 1.21 -4.46
Br -5.75 1.70 -7.21
Br -7.40 1.13 -4.56
H -5.85 2.97 -5.10
C 3.65 4.58 -2.19
Br 3.49 3.07 -3.36
Br 5.30 5.53 -2.44
Br 2.12 5.74 -2.29
H 3.68 4.19 -1.19
C 6.61 7.92 0.37
Br 8.27 8.00 -0.59
Br 6.85 7.16 2.12
Br 5.75 9.63 0.45
H 5.95 7.26 -0.17
C -1.38 8.11 -0.80
Br -1.00 9.72 0.18
Br -0.36 8.02 -2.43
Br -1.13 6.54 0.27
H -2.43 8.15 -1.08
C 1.76 -4.20 5.56
Br 0.85 -4.78 3.98
Br 3.12 -2.91 5.16
Br 0.53 -3.55 6.89
H 2.25 -5.07 5.98
C -5.37 -0.33 2.02
Br -5.02 -2.20 2.25
Br -7.08 -0.01 1.22
Br -5.17 0.64 3.67
H -4.62 0.05 1.34
C 5.83 2.62 1.70
Br 6.48 0.83 1.90
Br 4.22 2.68 0.67
Br 5.57 3.45 3.42
H 6.59 3.19 1.18
C 1.02 -7.66 8.64
Br 0.26 -8.16 6.95
Br 2.51 -6.47 8.39
Br -0.30 -6.88 9.80
H 1.39 -8.55 9.11
C -5.34 6.93 0.91
Br -7.18 6.63 1.36
Br -5.17 7.65 -0.87
Br -4.46 8.03 2.21
H -4.85 5.97 0.91
C 7.08 -2.92 4.51
Br 6.37 -4.71 4.54
Br 8.20 -2.57 6.02
Br 7.96 -2.55 2.84
H 6.23 -2.26 4.57
C 9.83 1.74 4.14
Br 8.37 0.95 5.11
Br 9.88 3.65 4.31
Br 11.50 0.94 4.64
H 9.67 1.52 3.10
C 7.42 5.70 6.44
Br 6.72 7.11 5.34
Br 8.84 6.32 7.57
Br 6.03 4.83 7.44
H 7.84 4.96 5.78
C -5.01 -8.10 -3.92
Br -6.75 -7.82 -3.14
Br -5.03 -7.79 -5.81
Br -3.67 -7.05 -3.04
H -4.76 -9.14 -3.77
C -9.19 1.86 -10.20
Br -8.37 3.53 -9.76
Br -8.41 1.09 -11.78
Br -9.14 0.63 -8.73
H -10.23 2.05 -10.42
C -4.62 -12.37 -4.94
Br -6.30 -11.88 -4.15
Br -4.62 -12.07 -6.84
Br -3.17 -11.45 -4.08
H -4.48 -13.43 -4.78
*
```